Entry 1:
Computed, not measured: a cluster of 6 separate species, C34H69FN3O15S5 in total in a non-equilibrium geometry, with ωB97M-V with the def2-TZVPD basis set.

Summary:
LUMO in eV: -2.91
Electronic energy in eV: -128440.9997
Maximum force in hartree/bohr: 0.081
Charge: +1

Geometry (Å):
C 4.87550 2.13099 -0.40126
N 3.92693 1.21659 0.28834
C 2.53794 1.61735 0.11080
N 1.55596 0.55273 0.42897
C 1.96301 -0.54096 0.99352
C 0.75021 -1.46307 1.27598
C -0.60975 -0.63976 0.94751
N -0.95831 -0.13730 2.29465
C -2.14319 0.44970 2.34992
C -3.53637 -0.25720 2.43619
C -2.18192 2.02985 2.39164
C -1.57741 -1.62908 0.19709
C -0.95365 -2.39723 -1.02144
F -1.97631 -2.60473 1.15552
C 0.07216 0.55335 0.18155
C -0.05578 0.71809 -1.39184
C -1.51933 0.85830 -1.95598
C -2.38083 1.97164 -1.28019
C -3.76679 1.58888 -0.91475
C -4.66726 2.58789 -0.31543
C -4.18845 3.96385 -0.05502
C -2.80794 4.33367 -0.42780
C -1.90977 3.33069 -1.03858
H 5.24227 1.62179 -1.33311
H 4.35366 3.08219 -0.68612
H 5.69549 2.39373 0.31156
H 4.16500 1.08464 1.27427
H 2.43896 2.03591 -0.92290
H 2.29747 2.48132 0.81176
H 2.98546 -0.89477 1.30281
H 0.74737 -1.49275 2.41219
H 0.79465 -2.55303 1.03271
H -3.88081 -0.64696 1.44279
H -3.39905 -1.16330 3.09808
H -4.32269 0.37154 2.93570
H -1.14263 2.46550 2.41365
H -2.69822 2.44752 1.49032
H -2.76466 2.29997 3.32091
H -2.50310 -1.06861 -0.11174
H -0.80720 -3.46628 -0.68446
H 0.05544 -2.03711 -1.34222
H -1.68214 -2.46670 -1.87915
H -0.19124 1.59368 0.53963
H 0.50582 -0.07603 -1.96749
H 0.47174 1.68293 -1.65792
H -2.08380 -0.11590 -2.00843
H -1.40725 1.17366 -3.03841
H -4.10374 0.53756 -1.11001
H -5.71370 2.31037 -0.05672
H -4.83051 4.73736 0.42465
H -2.43993 5.36281 -0.21255
H -0.86775 3.62000 -1.31494
O -3.82193 3.96751 -5.44327
S -4.81047 3.19674 -4.74596
O -4.59070 1.81779 -4.41077
O -6.21172 3.32499 -5.51825
C -6.25733 2.97573 -6.90934
C -6.23099 1.47290 -7.11571
C -5.28318 4.05827 -3.27963
H -5.44649 3.46495 -7.45363
H -7.19469 3.37466 -7.29999
H -5.27481 1.04954 -6.80471
H -6.38095 1.22648 -8.16794
H -7.00759 0.98861 -6.52105
H -5.48804 5.09781 -3.52802
H -4.45325 3.99561 -2.57939
H -6.16313 3.57718 -2.85665
O 0.12094 -8.06525 -2.45149
S 0.44364 -8.80914 -1.26865
O -0.53989 -9.58828 -0.57916
O 1.15658 -7.82327 -0.21390
C 0.46527 -6.62986 0.16599
C -0.66934 -6.91967 1.13116
C 1.84241 -9.83606 -1.59656
H 0.10648 -6.09612 -0.71829
H 1.19657 -5.98536 0.65899
H -1.45723 -7.49956 0.64885
H -1.11167 -5.99051 1.49652
H -0.31237 -7.50383 1.98084
H 2.61071 -9.24235 -2.08713
H 1.51350 -10.64183 -2.25127
H 2.20612 -10.24630 -0.65628
O 4.10869 4.43165 -3.07621
S 3.97418 5.84297 -3.31303
O 3.43208 6.72098 -2.31859
O 3.18313 6.06651 -4.69162
C 1.89631 5.45254 -4.84681
C 0.82250 6.18331 -4.06203
C 5.52953 6.48927 -3.84210
H 1.94039 4.39635 -4.57024
H 1.65598 5.49757 -5.90996
H 0.99070 6.09412 -2.98724
H -0.16367 5.77096 -4.28355
H 0.82675 7.24762 -4.30210
H 5.93232 5.84817 -4.62332
H 6.19493 6.49608 -2.97977
H 5.38283 7.50435 -4.20619
O -1.49111 -2.76268 6.70589
S -1.86048 -1.45329 7.15739
O -1.34057 -0.90076 8.37166
O -3.46303 -1.34170 7.18072
C -4.20061 -2.31075 7.94056
C -4.11501 -2.04336 9.43135
C -1.57854 -0.29632 5.85275
H -3.86558 -3.32202 7.69927
H -5.24105 -2.23077 7.62119
H -3.09864 -2.18900 9.79967
H -4.77159 -2.71907 9.98155
H -4.39497 -1.01236 9.65467
H -2.00032 -0.68427 4.92876
H -0.50189 -0.17022 5.74755
H -2.03787 0.65323 6.12338
O 5.31579 -1.69714 1.90101
S 6.26948 -2.71803 1.55510
O 6.67536 -3.71404 2.49722
O 7.57473 -2.02204 0.93696
C 8.24468 -1.01701 1.71340
C 9.05079 -1.62283 2.84665
C 5.73218 -3.53044 0.08157
H 7.52881 -0.28029 2.08578
H 8.91923 -0.49577 1.03230
H 8.39992 -2.08845 3.58801
H 9.64039 -0.85633 3.35176
H 9.71984 -2.39881 2.47134
H 5.45429 -2.78000 -0.65602
H 4.86960 -4.14434 0.33856
H 6.53954 -4.16029 -0.28689

---

Entry 2:
Computed, not measured: a cluster of 4 separate species, C34H69NO12 in total in a non-equilibrium geometry, with ωB97M-V with the def2-TZVPD basis set.

Summary:
LUMO in eV: 0.57
Electronic energy in eV: -62426.8554
Maximum force in hartree/bohr: 0.159

Geometry (Å):
C 12.05492 2.82669 3.61960
C 10.92980 1.93026 2.83057
C 11.62035 1.12916 1.55954
C 10.71069 -0.23815 1.25172
C 11.30019 -1.43764 2.21428
C 10.48582 -2.82196 1.86888
C 9.32001 -3.01450 3.01469
C 7.80022 -2.81752 2.34763
C 6.73901 -2.94562 3.59987
C 5.60759 -1.73924 3.63989
C 4.07508 -2.37169 3.49295
C 3.00389 -1.25679 4.06120
C 1.46922 -1.87855 4.24401
C 0.60774 -0.78124 5.12307
C -1.04393 -0.99850 4.99865
O -1.63010 -1.59012 6.05167
O -1.75541 -0.51231 3.80649
C -2.79285 -1.50277 3.36490
C -2.75704 -1.48964 1.72735
C -4.14219 -1.96532 0.99235
N -4.86290 -3.11657 1.65734
C -4.20105 -1.00911 4.04033
C -4.85119 0.34862 3.39422
O -6.33236 0.16051 3.43094
C -6.95966 0.63554 2.18803
C -8.61008 0.43397 2.33914
H 13.01766 2.18398 3.90507
H 11.58149 3.16923 4.65765
H 12.43763 3.76674 2.99419
H 10.09360 2.62675 2.36766
H 10.46947 1.18782 3.62013
H 11.69674 1.80687 0.58641
H 12.72463 0.87298 1.87851
H 9.58578 -0.06448 1.55767
H 10.72738 -0.52940 0.09769
H 12.45268 -1.55630 1.97443
H 11.20867 -1.07503 3.32330
H 10.04982 -2.73828 0.78254
H 11.21857 -3.76259 1.90663
H 9.40337 -2.17861 3.85637
H 9.43505 -4.04688 3.56326
H 7.65037 -3.65811 1.51609
H 7.80415 -1.77022 1.82012
H 6.27795 -4.02678 3.54301
H 7.37030 -2.86050 4.60707
H 5.78163 -0.94040 2.80214
H 5.64753 -1.18420 4.67578
H 3.88445 -2.49604 2.34444
H 3.97018 -3.38992 4.08016
H 2.99734 -0.31904 3.35241
H 3.39070 -0.90994 5.12902
H 1.62657 -2.91492 4.80563
H 1.02854 -2.04492 3.14714
H 0.86876 0.30256 4.71092
H 0.92371 -0.84314 6.26715
H -2.44850 -2.57391 3.76392
H -1.91073 -2.25933 1.39285
H -2.37430 -0.43114 1.32973
H -4.79100 -1.00950 0.80728
H -3.82478 -2.35635 -0.09017
H -5.35478 -3.64214 0.87338
H -5.67451 -2.65938 2.17178
H -4.92260 -1.93394 4.08485
H -3.94929 -0.74657 5.17742
H -4.60804 1.27098 4.09084
H -4.49182 0.61291 2.31289
H -6.70524 1.76058 1.95687
H -6.66427 0.02417 1.22475
H -8.78408 -0.74557 2.30919
H -8.87917 0.79287 3.42336
H -9.19442 1.00287 1.48828
C -9.40522 4.04465 1.76870
C -8.98900 4.59033 0.41367
O -10.13364 4.82727 -0.41481
C -10.83008 5.95960 -0.14468
O -10.56177 6.77869 0.72192
O -11.89332 6.01164 -0.98377
C -12.76743 7.11132 -0.73901
H -10.03973 3.16062 1.64977
H -8.52827 3.77609 2.36420
H -9.98901 4.78061 2.33022
H -8.37234 3.84653 -0.10221
H -8.38347 5.49872 0.51147
H -12.22192 8.06016 -0.72990
H -13.29718 6.96100 0.20669
H -13.50389 7.14659 -1.54679
C -0.33352 -2.17807 -6.15814
C -1.61778 -1.64060 -5.55074
O -2.30278 -2.66321 -4.81744
C -1.80487 -2.93641 -3.58552
O -0.84736 -2.38813 -3.05972
O -2.53554 -3.94399 -3.04873
C -2.05303 -4.39622 -1.78542
H -0.53476 -3.07318 -6.75524
H 0.13924 -1.42457 -6.79415
H 0.38089 -2.46895 -5.38177
H -2.29117 -1.32010 -6.35291
H -1.43120 -0.76527 -4.91796
H -1.94260 -3.56643 -1.08030
H -1.10149 -4.92033 -1.91756
H -2.78234 -5.10045 -1.37519
C -2.42904 3.64071 -9.44915
C -1.56723 2.80024 -8.52286
O -1.49378 1.44549 -8.98322
C -0.64477 1.22163 -10.01728
O 0.05214 2.06039 -10.56927
O -0.72413 -0.08930 -10.35253
C 0.05234 -0.43983 -11.49599
H -3.41237 3.17929 -9.58485
H -2.56119 4.64887 -9.04675
H -1.97827 3.72427 -10.44291
H -2.02490 2.77304 -7.52815
H -0.56457 3.22692 -8.40444
H 1.09335 -0.12081 -11.38433
H -0.39193 -0.00143 -12.39488
H 0.03604 -1.52868 -11.59726

---

Question: Among the records above, which one has the lowest maximum force?
Answer: C34H69FN3O15S5

---

Question: Which of these has the lowest LUMO?
Answer: C34H69FN3O15S5

---

Question: What is the maximum force in the first record?
Answer: 0.081 hartree/bohr